{"formula": "C4H3O3", "method": "the ωB97M-V functional and the def2-TZVPD basis", "multiplicity": 1, "charge": -1, "e_lumo_ev": 4.2, "gap_ev": 7.088, "e_above_lowest_kj_mol": 405.53, "elements": ["C", "C", "C", "C", "O", "O", "O", "H", "H", "H"], "coordinates": [[0.462, 1.076, -0.984], [-0.385, -0.493, 0.069], [0.939, -0.401, 0.029], [-0.793, 0.989, -0.021], [1.404, 0.938, 0.179], [1.696, -1.358, -0.039], [-0.895, -1.688, 0.154], [-0.652, 1.568, 0.864], [-1.782, 1.381, -0.418], [0.005, -2.013, 0.166]]}

***

{"formula": "C4H3N2", "method": "the ωB97M-V functional and the def2-TZVPD basis", "multiplicity": 1, "charge": 1, "e_lumo_ev": -5.8, "gap_ev": 10.216, "e_above_lowest_kj_mol": 289.36, "elements": ["C", "C", "C", "C", "N", "N", "H", "H", "H"], "coordinates": [[-1.476, -0.202, 0.002], [-0.919, 1.194, -0.005], [0.210, -0.749, -0.003], [1.482, -0.611, -0.006], [-2.177, 0.956, 0.004], [-0.975, -1.359, 0.003], [-0.261, 2.036, -0.011], [2.037, -1.550, 0.004], [2.079, 0.285, 0.012]]}

***

{"formula": "C51H127F2N5O9P2S2", "method": "the ωB97M-V functional and the def2-TZVPD basis", "multiplicity": 1, "charge": 4, "e_lumo_ev": -7.4, "gap_ev": 3.864, "elements": ["C", "C", "C", "O", "H", "H", "H", "H", "H", "H", "H", "C", "C", "C", "O", "C", "N", "H", "H", "H", "H", "H", "H", "H", "H", "H", "H", "H", "H", "C", "C", "C", "O", "C", "N", "H", "H", "H", "H", "H", "H", "H", "H", "H", "H", "H", "H", "C", "C", "C", "O", "C", "N", "H", "H", "H", "H", "H", "H", "H", "H", "H", "H", "H", "H", "C", "C", "C", "O", "C", "N", "H", "H", "H", "H", "H", "H", "H", "H", "H", "H", "H", "H", "C", "C", "C", "C", "P", "C", "C", "C", "C", "C", "C", "C", "C", "C", "C", "C", "C", "H", "H", "H", "H", "H", "H", "H", "H", "H", "H", "H", "H", "H", "H", "H", "H", "H", "H", "H", "H", "H", "H", "H", "H", "H", "H", "H", "H", "H", "H", "H", "H", "H", "H", "H", "H", "C", "C", "C", "C", "P", "C", "C", "C", "C", "C", "C", "C", "C", "C", "C", "C", "C", "H", "H", "H", "H", "H", "H", "H", "H", "H", "H", "H", "H", "H", "H", "H", "H", "H", "H", "H", "H", "H", "H", "H", "H", "H", "H", "H", "H", "H", "H", "H", "H", "H", "H", "H", "H", "N", "S", "O", "O", "F", "S", "O", "O", "F"], "coordinates": [[5.590, -0.455, 11.179], [6.699, 0.591, 11.522], [6.115, 1.956, 12.011], [7.656, 0.274, 12.522], [4.966, -0.166, 10.333], [4.885, -0.700, 11.974], [6.084, -1.401, 10.957], [7.285, 0.669, 10.607], [6.829, 2.772, 12.121], [5.438, 1.789, 12.849], [5.408, 2.221, 11.225], [5.959, 5.372, 6.332], [5.701, 4.151, 5.463], [5.517, 2.842, 6.258], [5.517, 1.697, 5.384], [4.716, 0.604, 5.942], [4.357, 4.389, 4.691], [4.306, 5.034, 3.916], [4.047, 3.542, 4.237], [3.550, 4.627, 5.249], [5.220, 5.580, 7.106], [6.297, 6.175, 5.678], [6.912, 5.259, 6.849], [6.431, 4.113, 4.655], [4.628, 2.989, 6.871], [6.324, 2.680, 6.972], [3.839, 0.932, 6.499], [5.446, 0.096, 6.572], [4.305, 0.024, 5.116], [9.985, -2.240, 0.394], [10.800, -2.025, 1.614], [10.004, -1.372, 2.756], [10.868, -0.979, 3.837], [10.252, -0.248, 4.908], [11.409, -3.264, 2.118], [10.648, -3.914, 2.253], [12.051, -3.707, 1.476], [11.857, -3.220, 3.022], [9.472, -1.296, 0.212], [9.235, -2.998, 0.620], [10.370, -2.452, -0.604], [11.700, -1.447, 1.407], [9.235, -2.041, 3.143], [9.447, -0.515, 2.377], [10.099, 0.799, 4.647], [10.966, -0.252, 5.731], [9.284, -0.675, 5.172], [11.955, 3.033, 11.364], [12.582, 3.595, 12.592], [12.278, 5.112, 12.849], [10.863, 5.343, 12.823], [10.453, 6.729, 12.814], [12.211, 2.637, 13.767], [12.383, 3.107, 14.644], [11.242, 2.352, 13.750], [12.779, 1.807, 13.671], [12.101, 1.953, 11.330], [12.384, 3.350, 10.413], [10.890, 3.139, 11.159], [13.669, 3.536, 12.532], [12.798, 5.745, 12.130], [12.685, 5.350, 13.831], [10.859, 7.251, 13.681], [9.383, 6.714, 13.021], [10.629, 7.359, 11.942], [10.756, -4.136, 9.412], [10.707, -5.000, 10.674], [11.866, -5.941, 10.814], [12.099, -6.925, 9.880], [11.320, -8.086, 10.135], [10.733, -4.113, 11.931], [11.682, -3.779, 12.017], [10.167, -3.277, 11.904], [10.506, -4.606, 12.782], [10.482, -4.703, 8.523], [11.734, -3.672, 9.288], [9.959, -3.397, 9.322], [9.799, -5.600, 10.738], [11.993, -6.454, 11.767], [12.707, -5.247, 10.819], [11.670, -8.662, 10.992], [11.251, -8.806, 9.320], [10.298, -7.776, 10.351], [1.107, -10.173, 2.085], [1.102, -10.048, 3.666], [1.108, -11.402, 4.405], [1.412, -11.023, 5.914], [1.600, -12.534, 7.050], [1.755, -11.799, 8.674], [2.793, -10.611, 8.841], [2.250, -9.123, 9.038], [3.328, -8.047, 8.814], [0.019, -13.563, 6.818], [-1.252, -13.062, 7.533], [-2.442, -14.059, 7.231], [-3.769, -13.351, 7.728], [3.056, -13.475, 6.721], [4.404, -13.090, 7.394], [5.568, -13.922, 7.070], [6.823, -13.529, 7.907], [1.995, -10.623, 1.644], [1.039, -9.142, 1.737], [0.270, -10.759, 1.705], [0.158, -9.570, 3.930], [1.919, -9.355, 3.866], [1.848, -12.064, 3.958], [0.254, -12.054, 4.225], [0.566, -10.432, 6.264], [2.317, -10.416, 5.891], [2.026, -12.648, 9.302], [0.750, -11.562, 9.025], [3.491, -10.497, 8.012], [3.478, -10.833, 9.660], [1.755, -9.000, 10.001], [1.461, -9.069, 8.289], [4.268, -8.282, 9.315], [3.192, -7.051, 9.235], [3.521, -7.960, 7.744], [0.269, -14.524, 7.270], [-0.317, -13.744, 5.797], [-1.376, -12.021, 7.233], [-1.023, -13.053, 8.598], [-2.295, -15.041, 7.681], [-2.608, -14.161, 6.158], [-4.622, -13.954, 7.417], [-3.783, -12.306, 7.418], [-3.774, -13.503, 8.807], [3.235, -13.603, 5.654], [2.785, -14.469, 7.077], [4.307, -13.118, 8.480], [4.559, -12.064, 7.061], [5.981, -13.671, 6.093], [5.339, -14.981, 7.188], [7.729, -13.853, 7.395], [6.942, -14.091, 8.833], [6.860, -12.469, 8.156], [6.406, 3.386, 17.994], [5.367, 2.425, 18.440], [5.879, 1.074, 18.909], [6.776, 0.280, 17.897], [7.016, -1.454, 18.362], [8.793, -1.839, 18.404], [9.651, -0.969, 19.345], [10.201, -1.714, 20.591], [11.352, -2.660, 20.140], [6.256, -1.661, 20.143], [6.250, -3.216, 20.477], [5.964, -3.456, 21.978], [6.174, -4.950, 22.280], [6.009, -2.471, 17.263], [4.470, -2.226, 17.308], [3.728, -3.177, 16.269], [3.437, -4.590, 16.871], [6.840, 3.692, 18.946], [6.189, 4.358, 17.551], [7.181, 2.875, 17.422], [4.812, 2.353, 17.505], [4.628, 2.923, 19.069], [4.919, 0.566, 19.008], [6.240, 1.228, 19.926], [7.747, 0.732, 18.099], [6.420, 0.387, 16.873], [9.015, -1.669, 17.350], [8.890, -2.904, 18.615], [9.177, -0.025, 19.613], [10.566, -0.557, 18.921], [9.384, -2.333, 20.962], [10.498, -0.989, 21.348], [11.706, -3.130, 21.058], [12.160, -2.086, 19.686], [10.937, -3.440, 19.501], [5.221, -1.321, 20.190], [6.860, -1.066, 20.828], [7.141, -3.719, 20.104], [5.499, -3.614, 19.794], [4.943, -3.142, 22.196], [6.646, -2.815, 22.536], [5.981, -5.313, 23.290], [7.204, -5.241, 22.075], [5.504, -5.432, 21.568], [6.258, -3.477, 17.601], [6.471, -2.396, 16.278], [4.246, -1.249, 16.880], [3.977, -2.281, 18.278], [4.291, -3.295, 15.343], [2.753, -2.760, 16.019], [4.292, -5.265, 16.919], [2.647, -5.087, 16.308], [3.014, -4.523, 17.873], [0.328, 4.999, 6.401], [-0.560, 3.706, 5.963], [-2.043, 3.772, 6.026], [0.138, 2.438, 5.905], [-0.451, 4.074, 4.392], [0.212, 4.666, 7.882], [1.108, 3.592, 8.378], [-1.025, 4.906, 8.556], [1.121, 5.816, 8.474]]}

***

{"formula": "C27H37F4N4PtSe", "method": "the ωB97M-V functional and the def2-TZVPD basis", "multiplicity": 3, "charge": 1, "e_lumo_ev": [-2.1, -5.0], "gap_ev": [8.133, 5.586], "e_above_lowest_kj_mol": 38.52, "elements": ["Pt", "C", "C", "N", "C", "C", "C", "C", "N", "C", "C", "F", "C", "F", "C", "C", "F", "C", "F", "H", "H", "H", "H", "H", "H", "H", "H", "H", "H", "H", "H", "H", "H", "H", "C", "C", "C", "C", "N", "C", "Se", "N", "C", "C", "C", "C", "C", "C", "C", "C", "C", "C", "H", "H", "H", "H", "H", "H", "H", "H", "H", "H", "H", "H", "H", "H", "H", "H", "H", "H", "H", "H", "H", "H"], "coordinates": [[0.448, 0.220, 0.158], [0.170, -2.419, 3.832], [0.459, -1.777, 2.476], [0.440, -0.309, 2.459], [1.488, 0.310, 3.276], [2.885, -0.236, 3.015], [-0.858, 0.267, 2.817], [-1.984, -0.154, 1.873], [-1.614, 0.058, 0.491], [-2.517, -0.139, -0.483], [-2.138, 0.040, -1.841], [-0.868, 0.461, -2.094], [-2.977, -0.198, -2.908], [-2.504, -0.024, -4.149], [-4.289, -0.601, -2.713], [-4.716, -0.752, -1.403], [-5.976, -1.120, -1.166], [-3.875, -0.536, -0.324], [-4.396, -0.720, 0.906], [0.080, -3.492, 3.694], [-0.766, -2.068, 4.262], [0.973, -2.239, 4.544], [-0.273, -2.124, 1.740], [1.446, -2.093, 2.129], [1.250, 0.198, 4.343], [1.471, 1.381, 3.050], [3.053, -1.176, 3.532], [3.617, 0.477, 3.386], [3.048, -0.392, 1.948], [-0.761, 1.358, 2.775], [-1.139, -0.007, 3.842], [-2.862, 0.446, 2.136], [-2.251, -1.205, 2.044], [-4.949, -0.788, -3.543], [4.809, 2.000, -3.691], [3.943, 1.169, -4.635], [2.585, 1.798, -4.951], [1.529, 1.640, -3.852], [1.802, 2.447, -2.686], [2.172, 2.011, -1.471], [2.494, 0.222, -0.985], [2.371, 3.069, -0.655], [2.805, 3.045, 0.723], [4.190, 3.677, 0.925], [5.355, 2.949, 0.252], [5.616, 1.567, 0.832], [2.085, 4.220, -1.357], [2.102, 5.560, -0.989], [1.745, 6.480, -1.953], [1.362, 6.084, -3.234], [1.336, 4.755, -3.608], [1.717, 3.822, -2.653], [5.840, 1.656, -3.722], [4.473, 1.911, -2.660], [4.792, 3.052, -3.976], [3.793, 0.171, -4.215], [4.481, 1.054, -5.578], [2.178, 1.315, -5.842], [2.728, 2.856, -5.178], [1.468, 0.594, -3.542], [0.553, 1.937, -4.246], [2.797, 2.004, 1.059], [2.081, 3.614, 1.315], [4.371, 3.720, 2.001], [4.167, 4.703, 0.552], [6.245, 3.562, 0.394], [5.185, 2.880, -0.825], [5.749, 1.630, 1.910], [6.520, 1.137, 0.408], [4.790, 0.895, 0.615], [2.379, 5.876, 0.003], [1.770, 7.530, -1.717], [1.077, 6.835, -3.950], [1.030, 4.460, -4.597]]}